Formula: C2H3N3O2
Source: the OMol25 dataset
Level of theory: the ωB97M-V functional and the def2-TZVPD basis

The geometry in XYZ format:
```
10
C2H3N3O2 the ωB97M-V functional and the def2-TZVPD basis
C -1.16 0.82 0.27
C 0.77 -0.53 0.07
N -1.15 0.76 -1.05
N 0.01 0.26 0.90
N 0.35 -0.26 -1.29
O 0.96 -0.27 -2.28
O -2.03 1.30 0.96
H 1.97 -0.41 0.27
H 0.59 -1.66 0.24
H -0.33 -0.02 1.91
```

Values from the calculation:
Total charge ... 0
Gap between HOMO and LUMO (alpha / beta) ... 8.7723 / 7.4195 eV
E ... -10681.417 eV
Energy above the lowest of the compared OMol25 structures with the same formula, charge and spin ... 44.0 kcal/mol
Spin multiplicity ... 3